1.
{"formula": "C4H4O", "method": "wB97M-V/def2-TZVPD", "symbols": ["C", "C", "C", "C", "O", "H", "H", "H", "H"], "xyz": [[-1.758949, 0.236560, -0.132581], [-0.341616, 0.312250, -0.197661], [0.792466, 0.018681, 0.060885], [2.155719, -0.307675, 0.150042], [3.018960, 0.396920, -0.318349], [-2.133705, 1.180058, 0.243464], [-1.968049, -0.501694, 0.642308], [-2.113101, -0.077855, -1.115134], [2.348273, -1.257244, 0.667026]], "forces_ev_per_angstrom": [[-0.516, 0.033, 0.174], [0.972, -0.700, 0.761], [-0.591, 0.574, -0.566], [0.946, 0.173, -0.090], [0.321, -0.308, 0.166], [-0.564, 0.250, -0.457], [-0.376, -0.173, -0.274], [-0.589, 0.260, 0.237], [0.397, -0.110, 0.049]], "orbital_gap_ev": 10.54, "relative_energy_kj_mol": 166.9, "homo_energy_ev": -10.192, "total_charge": 0, "total_energy_ha": -229.96440, "smiles": "CC#CC=O"}

2.
{"formula": "CH21LiO10", "method": "wB97M-V/def2-TZVPD", "symbols": ["Li", "C", "O", "H", "H", "H", "O", "H", "H", "O", "H", "H", "O", "H", "H", "O", "H", "H", "O", "H", "H", "O", "H", "H", "O", "H", "H", "O", "H", "H", "O", "H", "H"], "xyz": [[0.872954, 2.642114, -0.267121], [0.046851, -0.083495, -0.319079], [-0.296487, 1.167751, -0.940651], [-0.219154, -0.035641, 0.681045], [1.042605, -0.445214, -0.425027], [-0.674303, -0.684550, -0.694647], [-1.219097, -2.119538, 2.713045], [-1.638499, -2.783475, 3.153171], [-1.084366, -2.628823, 1.830503], [1.860224, -2.608676, -0.809975], [1.954569, -1.616370, -0.990788], [0.977719, -2.559012, -0.206776], [-0.442047, 3.651147, 1.055977], [-1.036964, 2.927963, 1.202437], [-0.647094, 4.406535, 1.567490], [-2.295152, 1.446817, 1.303473], [-1.845026, 1.134678, 0.434032], [-1.983290, 0.899542, 2.013767], [-0.563301, -3.165758, 0.686568], [-1.080386, -2.717086, -0.006228], [-0.712559, -4.140472, 0.841671], [3.518367, -0.322827, -1.052952], [3.595552, -0.434804, -2.008318], [2.899218, 0.367715, -0.826501], [0.896780, 0.539875, 3.003950], [0.544533, -0.005395, 2.226490], [1.750422, 0.620337, 2.772754], [0.799641, 0.141656, -3.051267], [0.466563, 0.480949, -2.207876], [0.155881, -0.312679, -3.551021], [-2.195400, 1.919385, -2.818901], [-1.490552, 1.608802, -2.442069], [-1.958200, 2.708551, -2.867175]], "forces_ev_per_angstrom": [[-1.345, -0.239, 0.062], [-0.226, 3.154, -0.454], [1.929, 0.565, 1.249], [-0.084, 0.040, 2.423], [0.517, 0.033, -0.167], [-1.737, -3.081, -1.500], [1.312, 1.999, -2.496], [-2.040, -2.446, 2.818], [0.201, 1.779, 1.831], [-3.272, 2.243, 1.826], [0.549, -2.472, -0.019], [3.282, -0.758, -2.010], [2.185, -0.361, -1.775], [-1.435, -0.872, 0.581], [-0.504, 0.827, 0.841], [0.838, 0.257, -2.434], [-0.907, 0.707, 1.795], [0.287, -0.684, 0.457], [0.443, -1.573, -1.085], [-0.136, -1.159, 0.016], [-0.073, 1.551, -1.159], [0.608, -0.373, 0.390], [-0.436, 0.420, 0.076], [-0.082, 0.280, -0.639], [-5.325, -1.479, -0.884], [0.415, 0.870, 2.008], [5.025, 0.574, -0.898], [2.427, 0.344, -0.211], [-1.010, 0.458, -0.182], [-1.236, -0.594, -0.455], [-8.784, -7.344, -2.699], [6.331, -4.147, 3.922], [2.284, 11.481, -1.227]], "orbital_gap_ev": 8.79, "relative_energy_kj_mol": 131.0, "homo_energy_ev": -9.682, "total_charge": 0, "total_energy_ha": -810.51404}

3.
{"formula": "C2HBrS", "method": "wB97M-V/def2-TZVPD", "symbols": ["C", "C", "S", "Br", "H"], "xyz": [[1.096149, -0.852021, 0.417103], [-1.938899, -0.749049, -0.151366], [1.004826, 0.452416, -0.526712], [-2.408825, 0.482837, 1.057155], [2.246749, 0.665817, -0.796179]], "forces_ev_per_angstrom": [[-0.117, -0.748, 0.518], [0.224, -0.433, -0.344], [-2.021, 0.378, -0.187], [-0.188, 0.404, 0.422], [2.101, 0.400, -0.409]], "orbital_gap_ev": [8.04, 7.10], "relative_energy_kj_mol": 301.8, "homo_energy_ev": [-8.629, -8.347], "total_charge": 0, "total_energy_ha": -3048.67632}

4.
{"formula": "C18H20AsN2O7RuS2", "method": "wB97M-V/def2-TZVPD", "symbols": ["Ru", "C", "C", "N", "C", "C", "C", "S", "N", "C", "O", "C", "C", "C", "C", "C", "C", "H", "H", "H", "H", "H", "H", "H", "H", "H", "H", "H", "H", "H", "H", "H", "O", "As", "O", "O", "C", "C", "C", "C", "C", "C", "S", "O", "O", "O", "H", "H", "H", "H", "H"], "xyz": [[0.239474, 0.783902, 0.568689], [1.465213, 0.255609, -4.167023], [1.820222, -1.123037, -3.635945], [0.726929, -1.749188, -2.864674], [-0.161321, -2.700762, -3.570233], [-1.406627, -2.028442, -4.125620], [0.479646, -1.435280, -1.610553], [1.580222, -0.341177, -0.793564], [-0.525679, -2.057401, -0.986733], [-1.303468, -1.518822, -0.097836], [-1.323605, -0.243964, 0.223681], [-2.332688, -2.328183, 0.571591], [-2.282108, -3.718984, 0.460246], [-3.228390, -4.495735, 1.102392], [-4.237075, -3.887859, 1.839362], [-4.294520, -2.504921, 1.944295], [-3.340204, -1.721045, 1.320558], [2.304459, 0.641286, -4.745357], [1.261891, 0.958885, -3.359909], [0.596551, 0.214490, -4.821795], [2.713323, -1.097741, -3.012488], [2.034954, -1.802485, -4.458041], [-0.427599, -3.483096, -2.863958], [0.438857, -3.145100, -4.360960], [-1.928627, -1.475302, -3.345053], [-2.087719, -2.786915, -4.510533], [-1.170237, -1.346362, -4.940901], [-1.495352, -4.179381, -0.120739], [-3.182058, -5.573605, 1.029324], [-4.980965, -4.496205, 2.336626], [-5.080207, -2.034808, 2.519518], [-3.371034, -0.644970, 1.414898], [3.197730, 0.534542, 2.487754], [1.714555, 1.026011, 3.275858], [1.586704, 0.714205, 4.841550], [0.552731, 0.143023, 2.277475], [1.778085, 2.916192, 2.790028], [2.835238, 3.451089, 3.528858], [3.203539, 4.785182, 3.426745], [2.519435, 5.627105, 2.570748], [1.452888, 5.130488, 1.837291], [1.085691, 3.797318, 1.946174], [-0.334760, 3.349398, 0.993420], [-0.974219, 2.218375, 1.691980], [-1.117812, 4.481601, 0.684595], [0.244812, 2.583455, -0.231345], [3.673705, -0.123518, 3.014331], [3.383382, 2.823118, 4.221574], [4.022443, 5.156413, 4.027204], [2.794096, 6.668847, 2.482232], [0.879510, 5.783733, 1.194268]], "forces_ev_per_angstrom": [[-0.062, -0.285, -0.651], [0.025, 0.034, -0.024], [-0.012, -0.121, 0.033], [0.009, 0.047, 0.021], [0.057, 0.057, 0.074], [-0.030, -0.028, -0.014], [0.014, -0.154, -0.171], [0.071, 0.058, 0.024], [-0.122, 0.047, 0.128], [-0.009, -0.132, -0.173], [-0.028, 0.308, 0.178], [0.034, -0.103, -0.083], [-0.031, -0.021, -0.035], [0.020, 0.019, -0.014], [-0.016, 0.001, 0.009], [-0.011, 0.020, 0.009], [0.057, 0.041, 0.053], [-0.006, 0.006, 0.005], [-0.011, -0.013, -0.006], [-0.009, 0.000, 0.001], [0.001, 0.051, 0.001], [0.005, 0.000, 0.007], [-0.015, 0.012, 0.020], [-0.028, -0.017, -0.021], [-0.012, -0.014, 0.006], [0.015, 0.002, -0.013], [0.008, 0.017, 0.014], [0.003, 0.000, -0.003], [-0.002, 0.001, -0.003], [0.002, 0.002, 0.000], [-0.002, -0.011, 0.002], [0.001, 0.002, -0.010], [0.073, 0.023, 0.093], [-0.137, 0.111, -0.287], [0.045, -0.112, 0.052], [0.020, 0.515, 0.045], [0.331, 0.098, 0.154], [0.014, 0.002, 0.009], [-0.039, 0.030, -0.045], [0.009, -0.029, 0.020], [-0.016, 0.035, 0.023], [-0.204, 0.060, -0.049], [-0.361, -0.223, 0.599], [-0.162, -0.030, 0.242], [0.216, 0.056, -0.291], [0.345, -0.303, 0.120], [-0.020, -0.015, -0.016], [-0.028, -0.036, -0.021], [0.003, 0.004, -0.005], [-0.002, 0.000, 0.001], [-0.007, -0.009, -0.009]], "orbital_gap_ev": [6.43, 6.43], "homo_energy_ev": [-12.140, -12.140], "total_charge": 1, "total_energy_ha": -4460.86539}

5.
{"formula": "C5H8N2", "method": "wB97M-V/def2-TZVPD", "symbols": ["C", "C", "C", "N", "C", "C", "N", "H", "H", "H", "H", "H", "H", "H", "H"], "xyz": [[-0.809277, 1.393761, 0.078527], [-0.095597, 0.044692, 0.086558], [-1.047747, -1.112562, 0.365305], [0.642477, -0.192474, -1.176106], [1.209871, 0.112429, 0.869539], [1.967338, -0.312194, -0.723366], [3.073393, -0.743374, -0.786883], [-1.314081, 1.569175, 1.034585], [-1.570537, 1.407123, -0.712960], [-0.094740, 2.206724, -0.087788], [-1.886272, -1.116921, -0.339673], [-0.522575, -2.068943, 0.279854], [-1.453344, -1.028096, 1.379959], [0.573475, 0.572946, -1.845241], [1.327613, -0.732284, 1.577683]], "forces_ev_per_angstrom": [[-0.094, 0.025, -0.045], [0.139, 0.467, -0.048], [0.071, -0.051, 0.192], [-0.058, 0.088, -0.845], [0.042, -1.109, -0.164], [-0.208, 0.134, 1.247], [-0.143, 0.148, -0.264], [0.090, -0.039, -0.150], [0.111, 0.017, 0.122], [-0.118, -0.127, 0.018], [0.148, 0.046, 0.074], [-0.060, 0.138, 0.012], [0.052, -0.006, -0.135], [-0.088, -0.162, 0.002], [0.118, 0.432, -0.017]], "orbital_gap_ev": [7.70, 7.93], "relative_energy_kj_mol": 508.5, "homo_energy_ev": [-8.804, -9.054], "total_charge": 0, "total_energy_ha": -304.64180}

6.
{"formula": "C10H16", "method": "wB97M-V/def2-TZVPD", "symbols": ["C", "C", "C", "C", "C", "C", "C", "H", "H", "H", "H", "H", "H", "H", "H", "C", "C", "C", "H", "H", "H", "H", "H", "H", "H", "H"], "xyz": [[-1.248056, 0.586412, 3.475195], [2.230271, -0.894641, 1.364002], [1.518249, -1.822440, 2.153767], [1.694616, 0.364640, 1.069130], [0.339358, -1.368106, 2.678208], [0.522007, 0.875538, 1.790075], [-0.033014, 0.055729, 2.721893], [3.191706, -1.379376, 1.045011], [1.798756, -2.899422, 2.308736], [2.222380, 1.115214, 0.618612], [-0.213535, -2.063102, 3.196975], [0.130199, 1.704346, 1.252449], [-2.212587, 1.095176, 3.031869], [-0.877983, 1.298184, 4.261028], [-1.691211, -0.219232, 4.119364], [-1.033024, 0.100919, -2.647318], [-1.399309, 1.070576, -3.737419], [0.444510, -0.316023, -2.940259], [-1.186357, 0.549961, -1.626510], [-1.771650, -0.699400, -2.734335], [-0.768337, 1.011273, -4.640872], [0.978856, 0.570418, -2.687996], [0.831695, -1.173036, -2.366509], [-1.636404, 2.179072, -3.492796], [-2.423081, 0.857590, -4.256649], [0.591946, -0.600266, -3.955662]], "forces_ev_per_angstrom": [[-1.270, -0.496, 2.094], [1.291, -3.859, 0.762], [0.394, 0.265, -1.028], [-2.514, 0.400, 3.307], [1.127, 1.883, 0.788], [2.795, -2.312, -2.670], [-2.890, 0.584, -1.140], [-0.758, 1.520, -0.359], [-0.033, 1.414, -0.368], [1.450, 1.342, -1.947], [-1.709, -1.213, 1.160], [-0.610, 1.217, 0.924], [2.446, -0.898, -0.140], [-0.179, -0.296, -0.791], [0.441, 0.444, -0.651], [0.117, -0.290, 0.069], [-3.308, 2.369, -2.282], [-1.257, -0.696, 1.739], [0.418, -0.410, -0.874], [0.466, -0.366, 0.282], [0.242, 0.300, 0.706], [1.041, 0.529, -0.127], [-0.247, 0.335, 0.229], [1.152, -1.695, 0.009], [1.430, -0.185, 1.189], [-0.035, 0.114, -0.881]], "orbital_gap_ev": [8.63, 4.80], "relative_energy_kj_mol": 228.5, "homo_energy_ev": [-13.290, -13.289], "total_charge": 1, "spin_multiplicity": 2, "total_energy_ha": -390.22285}

7.
{"formula": "C5H11NO", "method": "wB97M-V/def2-TZVPD", "symbols": ["C", "C", "N", "C", "C", "C", "O", "H", "H", "H", "H", "H", "H", "H", "H", "H", "H", "H"], "xyz": [[-0.098189, 1.536948, -1.502938], [0.102796, 0.067683, -1.050969], [0.286909, -0.109674, 0.362145], [1.724123, 0.392289, 0.704947], [-0.410657, -1.001319, 1.278125], [-1.793590, -1.497645, 0.892073], [0.113253, -1.458174, 2.290030], [0.888987, 2.171647, -1.417583], [-0.295699, 1.520484, -2.563345], [-0.852940, 2.029836, -0.915583], [1.042221, -0.243541, -1.560976], [-0.568664, -0.703458, -1.447263], [2.089371, 0.959138, -0.173726], [2.386513, -0.410213, 0.811722], [1.925365, 1.219542, 1.550450], [-2.345580, -0.548723, 0.587851], [-2.032239, -2.271060, 0.140344], [-2.161984, -1.653763, 2.014695]], "forces_ev_per_angstrom": [[1.931, 0.032, 0.271], [0.650, -0.327, -1.003], [1.678, 0.229, 2.919], [-1.426, 2.623, 0.480], [2.546, -0.866, -1.927], [-1.799, 2.693, 2.451], [-0.258, 1.455, -0.980], [-1.812, -1.353, 0.120], [-0.477, 0.218, -0.322], [-0.454, 0.246, -0.037], [-0.276, -0.010, 0.348], [-0.674, 0.713, 0.130], [-0.473, -0.486, 0.301], [0.803, -1.357, 0.596], [-1.220, -2.267, -1.353], [0.341, -1.201, 0.038], [0.745, 0.176, 0.723], [0.174, -0.518, -2.755]], "orbital_gap_ev": 10.01, "relative_energy_kj_mol": 209.5, "homo_energy_ev": -9.120, "total_charge": 0, "total_energy_ha": -327.05155, "smiles": "CCN(C)C(C)=O"}

8.
{"formula": "C4H11NO", "method": "wB97M-V/def2-TZVPD", "symbols": ["C", "N", "C", "C", "C", "H", "H", "H", "H", "H", "H", "H", "H", "H", "O", "H", "H"], "xyz": [[-0.603350, -2.627064, -1.499975], [-0.590791, -1.382190, -1.300732], [0.242681, -1.050430, -0.155890], [0.490131, 0.466609, -0.261680], [1.453440, 0.977858, 0.863995], [0.029796, -3.245454, -0.939598], [-1.157391, -3.284599, -2.260620], [-0.111702, -1.158626, 0.892882], [1.154222, -1.679545, -0.223580], [0.840259, 0.587599, -1.228744], [-0.475955, 0.944318, -0.161802], [2.265187, 1.530105, 0.392833], [0.755969, 1.663123, 1.372675], [1.736602, 0.151333, 1.357116], [-2.221935, 2.419535, 0.826474], [-1.867831, 3.265625, 0.604965], [-1.939330, 2.421801, 1.721680]], "forces_ev_per_angstrom": [[-1.056, -0.892, -1.797], [-1.362, -1.272, 0.374], [1.066, 1.560, 0.431], [0.341, -1.244, 1.753], [-2.785, 2.942, -3.435], [1.011, -1.138, 1.206], [0.345, 1.910, 0.616], [-0.779, -0.714, -0.853], [-0.025, 0.635, 0.184], [0.827, 0.818, -1.899], [-0.167, 0.053, -0.223], [0.161, -0.045, 0.453], [1.065, -0.219, 0.730], [1.377, -2.431, 2.413], [-0.316, -0.323, -0.503], [0.190, 1.083, -1.081], [0.106, -0.723, 1.631]], "orbital_gap_ev": 10.69, "relative_energy_kj_mol": 254.7, "homo_energy_ev": -9.822, "total_charge": 0, "total_energy_ha": -288.92000, "smiles": "C=NCCC.O"}